14
Properties=species:S:1:pos:R:3 method="wB97M-V/def2-TZVPD" charge=-1 homo_energy_ev=-4.78 smiles="O=C1C=CC(=O)C(C(=O)[O-])=C1" lumo_energy_ev=2.463 mol_weight_da=151.10
O 1.65 -2.29 -0.70
C 1.07 -1.33 -0.22
C 1.82 -0.25 0.49
C 1.35 0.97 0.53
C 0.07 1.24 -0.20
O -0.10 2.29 -0.76
C -0.87 0.09 -0.22
C -2.38 0.34 -0.18
O -3.10 -0.23 -1.01
O -2.68 1.06 0.76
C -0.38 -1.14 -0.25
H 2.75 -0.55 0.96
H 1.86 1.76 1.06
H -1.06 -1.97 -0.29